# 1
Molecular formula: C26H33MnN5OS
Method: DFT, ωB97M-V with the def2-TZVPD basis set

- highest occupied orbital energy (spin up / spin down) (eV) = -5.07 / -6.35
- multiplicity = 4
- Kohn-Sham gap (spin up / spin down) (eV) = 5.49 / 6.67
- ⟨S²⟩ = 4.201
- charge = 0
- DFT total energy (eV) = -79149.4546

```
67
Properties=species:S:1:pos:R:3:nbo_charge:R:1
Mn -0.7066 -0.0837 0.1935 1.00
C 5.2012 -0.2623 1.5525 -0.62
C 4.8436 0.2281 0.1583 -0.22
N 3.9437 1.3864 0.1658 -0.39
C 4.5863 2.7110 0.2322 -0.21
C 4.5858 3.3176 1.6260 -0.62
C 2.6095 1.2622 0.1407 0.37
S 1.9202 -0.3173 0.1382 -0.36
N 1.9800 2.4838 0.1506 -0.66
C 0.6751 2.6105 0.1286 0.67
O -0.1804 1.6891 0.0298 -0.74
C 0.1034 4.0009 0.2216 -0.06
C 0.9200 5.1211 0.2776 -0.19
C 0.3534 6.3859 0.3482 -0.22
C -1.0284 6.5271 0.3665 -0.20
C -1.8456 5.4063 0.3148 -0.22
C -1.2785 4.1410 0.2406 -0.19
H 5.8639 -1.1269 1.4837 0.21
H 4.2989 -0.5615 2.0861 0.23
H 5.7114 0.5068 2.1328 0.20
H 4.3622 -0.5700 -0.3981 0.23
H 5.7394 0.5225 -0.3886 0.19
H 4.0712 3.3759 -0.4548 0.23
H 5.6059 2.5769 -0.1271 0.19
H 3.5631 3.4702 1.9682 0.23
H 5.0932 4.2841 1.6086 0.21
H 5.0998 2.6785 2.3442 0.20
H 1.9943 4.9881 0.2642 0.23
H 0.9889 7.2614 0.3876 0.21
H -1.4693 7.5147 0.4218 0.21
H -2.9223 5.5138 0.3313 0.22
H -1.8992 3.2567 0.2012 0.24
C -2.4306 -0.1156 0.2023 -0.28
C -3.8364 -0.2206 0.1719 -0.20
C -4.6104 0.5804 -0.7020 -0.18
C -5.9907 0.4998 -0.7095 -0.22
C -6.6639 -0.3939 0.1198 -0.28
C -5.9186 -1.2031 0.9725 -0.21
C -4.5386 -1.1179 1.0103 -0.23
H -4.1003 1.2637 -1.3701 0.20
H -6.5532 1.1356 -1.3835 0.20
H -7.7441 -0.4545 0.1052 0.20
H -6.4245 -1.8952 1.6357 0.20
H -3.9760 -1.7385 1.6985 0.19
C -0.3740 -4.2991 -3.2358 -0.42
C 0.3273 -2.9609 -3.1880 -0.21
N -0.1322 -2.2482 -2.0124 -0.60
C -0.3555 -2.8405 -0.8055 0.65
N -0.5171 -2.0915 0.2436 -0.62
C -0.6495 -2.7215 1.5499 -0.22
C -1.4419 -4.0057 1.4370 -0.42
C -0.7210 -4.9134 0.4634 -0.19
N -0.4393 -4.2042 -0.7819 -0.43
C -0.1048 -5.0292 -1.9365 -0.20
H -0.0129 -4.8950 -4.0740 0.22
H -1.4478 -4.1418 -3.3556 0.22
H 0.0950 -2.3574 -4.0641 0.22
H 1.4134 -3.1114 -3.1633 0.18
H 0.0313 -1.2577 -1.9742 0.41
H -1.1387 -2.0186 2.2221 0.22
H 0.3461 -2.9265 1.9604 0.19
H -2.4419 -3.7792 1.0583 0.22
H -1.5407 -4.4954 2.4060 0.22
H -1.3330 -5.7809 0.2113 0.20
H 0.2097 -5.2851 0.9072 0.18
H -0.7141 -5.9318 -1.8761 0.21
H 0.9451 -5.3440 -1.8898 0.18
```



# 2
Molecular formula: C26H33N3O3
Method: DFT, ωB97M-V with the def2-TZVPD basis set

- highest occupied orbital energy (eV) = -8.29
- SMILES string = CCN1CCN(CC(=O)N2CCC[C@H](C(=O)c3ccc(Oc4ccccc4)cc3)C2)CC1
- multiplicity = 1
- Kohn-Sham gap (eV) = 8.58
- charge = 0
- energy above the lowest of the compared OMol25 structures with the same formula, charge and spin (kJ/mol) = 161.32
- DFT total energy (eV) = -38110.7961

```
65
Properties=species:S:1:pos:R:3:nbo_charge:R:1
C 1.6819 5.6010 -0.3044 -0.61
H 1.9279 5.5437 -1.3612 0.20
H 2.0446 6.5507 0.0808 0.21
H 0.6011 5.5652 -0.2007 0.21
C 2.3121 4.4494 0.4742 -0.22
N 1.7173 3.1805 0.0858 -0.45
C 1.7368 2.1533 1.1058 -0.21
H 1.4058 2.5798 2.0550 0.20
C 3.1094 1.4942 1.2802 -0.25
N 3.5412 0.9278 0.0129 -0.45
C 3.6103 1.9690 -0.9980 -0.24
H 3.8985 1.5160 -1.9501 0.20
C 2.2312 2.6241 -1.1509 -0.23
H 2.2786 3.4078 -1.9070 0.20
H 1.5201 1.8625 -1.4871 0.20
H 4.3668 2.7323 -0.7413 0.16
C 4.7966 0.2077 0.1570 -0.31
C 4.6014 -1.0677 0.9721 0.68
O 5.1732 -1.2298 2.0362 -0.64
N 3.7913 -2.0070 0.4411 -0.44
C 2.9871 -1.8708 -0.7470 -0.20
H 3.3057 -1.0211 -1.3430 0.23
C 1.5159 -1.6905 -0.3545 -0.36
C 0.6528 -1.5240 -1.5921 0.67
O 1.0865 -1.7683 -2.6989 -0.57
C -0.7463 -1.0827 -1.3964 -0.24
C -1.6117 -1.1849 -2.4907 -0.13
C -2.9316 -0.8128 -2.3945 -0.26
C -3.4289 -0.3168 -1.1882 0.33
C -2.5702 -0.1811 -0.0983 -0.31
C -1.2488 -0.5627 -0.2035 -0.10
H -0.6114 -0.4306 0.6566 0.21
H -2.9392 0.2400 0.8256 0.23
O -4.7283 0.0789 -1.1778 -0.47
C -5.4490 0.1128 -0.0071 0.28
C -6.3713 1.1424 0.1425 -0.25
C -7.1776 1.1849 1.2643 -0.19
C -7.0696 0.2076 2.2398 -0.23
C -6.1585 -0.8229 2.0825 -0.21
C -5.3495 -0.8791 0.9622 -0.23
H -4.6516 -1.6932 0.8294 0.22
H -6.0789 -1.5952 2.8330 0.22
H -7.6976 0.2451 3.1168 0.22
H -7.8915 1.9868 1.3776 0.22
H -6.4436 1.8935 -0.6284 0.23
H -3.6007 -0.8942 -3.2366 0.23
H -1.2163 -1.5750 -3.4164 0.24
H 1.4480 -0.7904 0.2614 0.23
C 1.0669 -2.9117 0.4602 -0.40
C 1.9824 -3.0867 1.6703 -0.40
H 1.7131 -3.9905 2.2185 0.21
C 3.4430 -3.1740 1.2257 -0.22
H 4.1111 -3.2079 2.0876 0.25
H 3.5964 -4.0690 0.6134 0.19
H 1.8686 -2.2335 2.3425 0.20
H 0.0303 -2.7985 0.7827 0.22
H 1.1245 -3.7999 -0.1743 0.20
H 3.0921 -2.7795 -1.3504 0.20
H 5.1803 -0.0485 -0.8342 0.21
H 5.5626 0.8082 0.6762 0.20
H 3.0492 0.6913 2.0187 0.21
H 3.8342 2.2402 1.6536 0.17
H 1.0118 1.3926 0.7977 0.19
H 2.1101 4.5976 1.5380 0.20
H 3.4043 4.4735 0.3371 0.16
```



# 3
Molecular formula: C26H33N3O6
Method: DFT, ωB97M-V with the def2-TZVPD basis set

- highest occupied orbital energy (eV) = -8.13
- SMILES string = CCN(CC)CCN1C(=O)C(=O)/C(=C(/O)c2c(C)[nH]c(C(=O)OC)c2C)[C@H]1c1ccccc1OC
- multiplicity = 1
- Kohn-Sham gap (eV) = 8.20
- charge = 0
- energy above the lowest of the compared OMol25 structures with the same formula, charge and spin (kJ/mol) = 61.08
- DFT total energy (eV) = -44253.3527

```
68
Properties=species:S:1:pos:R:3:nbo_charge:R:1
C 3.3911 1.3082 4.3064 -0.64
H 3.0968 2.3508 4.3970 0.21
H 2.7961 0.7187 5.0010 0.20
H 4.4376 1.2205 4.5869 0.21
C 3.1737 0.8285 2.8643 -0.19
N 3.4685 -0.5656 2.6148 -0.47
C 2.5374 -1.5028 3.2082 -0.22
H 3.0107 -2.1017 3.9995 0.19
C 1.9616 -2.4705 2.1547 -0.23
N 1.4093 -1.7722 1.0274 -0.39
C 1.9728 -1.7835 -0.1981 0.58
O 2.9613 -2.4082 -0.5224 -0.60
C 1.1110 -0.8979 -1.0933 0.45
O 1.3293 -0.6623 -2.2652 -0.53
C 0.0410 -0.4071 -0.2491 -0.20
C -0.9143 0.5069 -0.5531 0.43
C -1.1730 1.0314 -1.8825 -0.24
C -1.3375 0.3014 -3.0606 0.28
N -1.6035 1.1773 -4.0409 -0.46
C -1.6079 2.4628 -3.5576 -0.05
C -1.3548 2.4043 -2.1965 0.02
C -1.2376 3.5571 -1.2594 -0.65
H -2.2225 3.8949 -0.9312 0.22
H -0.6447 3.2896 -0.3873 0.22
H -0.7640 4.3943 -1.7649 0.25
C -1.8644 3.5466 -4.4874 0.77
O -2.0731 3.3689 -5.6691 -0.62
O -1.8584 4.7633 -3.9126 -0.51
C -2.0934 5.8530 -4.7909 -0.26
H -3.0621 5.7430 -5.2829 0.19
H -2.0765 6.7483 -4.1748 0.19
H -1.3161 5.8992 -5.5565 0.19
H -1.7490 0.9667 -5.0167 0.44
C -1.3127 -1.1587 -3.2954 -0.66
H -1.6484 -1.6916 -2.4092 0.23
H -0.2875 -1.4705 -3.5043 0.27
H -1.9425 -1.4222 -4.1423 0.22
O -1.6821 0.9819 0.4580 -0.65
H -2.3085 1.6311 0.1116 0.49
C 0.2182 -0.9595 1.1422 -0.09
C -0.9680 -1.7850 1.5873 -0.10
C -1.4741 -2.7721 0.7592 -0.18
C -2.5578 -3.5413 1.1459 -0.24
C -3.1408 -3.3169 2.3787 -0.19
C -2.6420 -2.3427 3.2270 -0.31
C -1.5486 -1.5735 2.8454 0.38
O -0.9747 -0.6130 3.6270 -0.52
C -1.5526 -0.3226 4.8758 -0.25
H -0.9542 0.4851 5.2953 0.20
H -2.5887 0.0138 4.7714 0.18
H -1.5145 -1.1858 5.5484 0.18
H -3.1110 -2.1955 4.1871 0.22
H -3.9897 -3.9055 2.6933 0.21
H -2.9422 -4.3078 0.4909 0.22
H -1.0017 -2.9377 -0.1986 0.22
H 0.3642 -0.1518 1.8683 0.23
H 1.1836 -3.0871 2.6203 0.20
H 2.7450 -3.1142 1.7544 0.24
H 1.7014 -0.9605 3.6575 0.20
C 4.8682 -0.9097 2.7748 -0.20
C 5.2532 -2.1649 1.9985 -0.63
H 6.3365 -2.2319 1.9283 0.21
H 4.8924 -3.0621 2.4955 0.19
H 4.8375 -2.1254 0.9954 0.24
H 5.1387 -1.0457 3.8386 0.15
H 5.4488 -0.0693 2.3864 0.19
H 2.1320 1.0063 2.5823 0.18
H 3.7995 1.4220 2.1912 0.19
```



# 4
Molecular formula: C26H33N3O6
Method: DFT, ωB97M-V with the def2-TZVPD basis set

- highest occupied orbital energy (eV) = -7.76
- SMILES string = COc1ccc(C=C2C(=O)N(C)C(=O)N(C)C2=O)cc1.COC(=O)[C@H]1CCCN1C1=CCCCC1
- multiplicity = 1
- Kohn-Sham gap (eV) = 6.96
- charge = 0
- energy above the lowest of the compared OMol25 structures with the same formula, charge and spin (kJ/mol) = 110.83
- DFT total energy (eV) = -44252.8370

```
68
Properties=species:S:1:pos:R:3:nbo_charge:R:1
C 1.7742 -1.0346 0.9240 -0.26
O 1.2796 -2.1028 0.1805 -0.50
C 0.2940 -2.7454 0.8724 0.79
O -0.1084 -2.4129 1.9648 -0.59
C -0.2596 -3.9700 0.1729 -0.12
C 0.7273 -5.1522 0.2464 -0.40
C -0.1154 -6.4153 0.5430 -0.41
C -1.5727 -5.9418 0.6260 -0.20
N -1.5452 -4.4628 0.7567 -0.47
C -2.7447 -3.6912 0.6844 0.17
C -2.9841 -2.7129 1.5732 -0.19
C -4.2140 -1.8566 1.5805 -0.44
C -5.3184 -2.3679 0.6349 -0.39
C -4.7221 -2.8918 -0.6779 -0.39
C -3.7175 -4.0221 -0.4056 -0.46
H 2.6324 -0.5977 0.4091 0.19
H 0.9932 -0.2816 1.0402 0.19
H 2.0805 -1.4004 1.9054 0.19
H -0.4671 -3.7046 -0.8739 0.19
H 1.3089 -5.2471 -0.6780 0.22
H 1.4535 -4.9576 1.0437 0.21
H 0.0176 -7.1804 -0.2313 0.21
H 0.1937 -6.8781 1.4878 0.21
H -2.1323 -6.1982 -0.2772 0.17
H -2.1101 -6.3765 1.4736 0.20
H -2.2306 -2.5362 2.3233 0.24
H -4.6032 -1.7752 2.6045 0.21
H -3.9407 -0.8332 1.2927 0.20
H -5.8830 -3.1721 1.1243 0.20
H -6.0543 -1.5781 0.4323 0.21
H -5.5147 -3.2300 -1.3586 0.21
H -4.2160 -2.0706 -1.2017 0.20
H -3.1514 -4.2640 -1.3139 0.21
H -4.2482 -4.9386 -0.1240 0.21
C 2.0489 3.9448 5.0979 -0.25
O 3.2050 3.4978 4.4321 -0.49
C 3.0052 3.1302 3.1085 0.34
C 4.1318 2.8109 2.3384 -0.27
C 4.0139 2.4764 1.0165 -0.15
C 2.7627 2.4677 0.3890 -0.16
C 2.6533 2.1900 -1.0402 0.04
C 1.9511 2.9036 -1.9566 -0.30
C 1.8829 2.4174 -3.3336 0.67
O 2.4805 1.4120 -3.6708 -0.59
N 1.1006 3.1239 -4.2523 -0.46
C 1.0006 2.6199 -5.6009 -0.42
C 0.4085 4.2923 -3.9262 0.81
O -0.2967 4.8565 -4.7417 -0.60
N 0.5583 4.8007 -2.6356 -0.46
C -0.0857 6.0471 -2.3156 -0.42
C 1.3075 4.1766 -1.6382 0.67
O 1.4017 4.7130 -0.5508 -0.59
C 1.6353 2.7546 1.1688 -0.05
C 1.7495 3.0768 2.4921 -0.34
H 2.3428 4.2893 6.0897 0.20
H 1.5994 4.7757 4.5510 0.18
H 1.3376 3.1238 5.1989 0.18
H 5.1003 2.8710 2.8036 0.23
H 4.8889 2.2639 0.4253 0.22
H 3.1883 1.3309 -1.4117 0.24
H 0.4254 3.3149 -6.2120 0.25
H 1.9965 2.5020 -6.0233 0.22
H 0.5081 1.6500 -5.5945 0.21
H 0.0286 6.2511 -1.2520 0.25
H 0.3686 6.8522 -2.8891 0.21
H -1.1424 5.9811 -2.5638 0.22
H 0.6740 2.7711 0.6844 0.21
H 0.8675 3.3110 3.0583 0.22
```